Record 1
Density functional theory data (ωB97M-V with the def2-TZVPD basis set) for a molecular structure, C39H51N10O2PPd.

As for the electronic energy: -73002.029 eV. Its spin multiplicity is 1. As for the HOMO energy (alpha / beta): -16.15 / -16.14 eV. Its HOMO-LUMO gap (alpha / beta) is 2.42 / 2.19 eV. The value obtained for the molecular weight is 829.3 g mol⁻¹. The total charge is +4. The calculation puts the energy above the lowest of the compared OMol25 structures with the same formula, charge and spin at 15.8 kcal per mole.

Geometry (Å):
Pd  -0.652  -0.291  -1.504
C  -4.854  3.360  11.092
O  -4.387  4.085  9.901
C  -4.018  3.513  8.827
C  -3.595  4.393  7.764
C  -3.185  3.879  6.592
C  -3.166  2.447  6.386
C  -3.590  1.577  7.460
C  -4.003  2.079  8.638
C  -2.751  1.962  5.147
N  -2.358  2.753  4.116
C  -2.070  1.943  3.117
C  -2.269  0.580  3.490
N  -2.691  0.619  4.760
C  -2.046  -0.508  2.584
C  -2.220  -1.870  2.880
C  -2.001  -2.803  1.895
C  -1.605  -2.365  0.633
N  -1.415  -1.080  0.346
C  -1.634  -0.154  1.291
C  -1.451  1.236  0.890
N  -1.099  1.456  -0.387
C  -0.911  2.698  -0.816
C  -1.070  3.803  0.020
C  -1.440  3.599  1.330
C  -1.643  2.288  1.777
H  -5.082  4.127  11.819
H  -4.066  2.709  11.460
H  -5.746  2.789  10.849
H  -3.624  5.459  7.948
H  -2.864  4.522  5.786
H  -3.583  0.501  7.337
H  -4.319  1.422  9.436
H  -2.937  -0.173  5.333
H  -2.533  -2.188  3.867
H  -2.138  -3.860  2.080
H  -1.455  -3.074  -0.169
H  -0.641  2.817  -1.856
H  -0.908  4.798  -0.371
H  -1.578  4.425  2.016
C  -3.350  1.664  -5.731
C  -3.622  0.439  -4.885
N  -2.492  0.244  -3.965
C  -1.236  0.674  -4.198
N  -0.309  0.513  -3.242
C  1.051  1.022  -3.452
C  1.435  0.864  -4.910
C  0.423  1.600  -5.758
N  -0.947  1.239  -5.368
C  -1.990  1.521  -6.375
H  -3.376  2.559  -5.104
H  -4.111  1.773  -6.501
H  -3.748  -0.442  -5.514
H  -4.527  0.564  -4.295
H  -2.674  -0.136  -3.053
H  1.726  0.475  -2.802
H  1.107  2.080  -3.170
H  1.444  -0.197  -5.176
H  2.430  1.274  -5.090
H  0.544  1.348  -6.811
H  0.554  2.680  -5.664
H  -1.999  0.716  -7.114
H  -1.708  2.435  -6.894
O  1.542  -0.634  -0.680
P  2.600  -1.556  -1.217
N  3.276  -2.511  -0.052
C  4.308  -2.029  0.897
C  4.064  -2.845  2.167
C  3.451  -4.144  1.639
C  2.540  -3.655  0.519
N  3.864  -0.757  -1.878
C  4.411  0.483  -1.280
C  4.744  1.343  -2.494
C  5.220  0.318  -3.529
C  4.392  -0.947  -3.252
N  1.965  -2.545  -2.359
C  0.530  -2.847  -2.367
C  0.378  -3.888  -3.466
C  1.653  -4.717  -3.286
C  2.717  -3.650  -3.030
H  4.229  -0.953  1.053
H  5.299  -2.240  0.484
H  3.355  -2.327  2.817
H  4.985  -3.009  2.721
H  2.906  -4.702  2.397
H  4.230  -4.789  1.230
H  1.578  -3.309  0.923
H  2.340  -4.413  -0.240
H  5.325  0.260  -0.723
H  3.686  0.928  -0.599
H  5.507  2.084  -2.265
H  3.849  1.863  -2.844
H  6.281  0.111  -3.393
H  5.080  0.664  -4.551
H  5.005  -1.847  -3.309
H  3.565  -1.056  -3.956
H  -0.069  -1.931  -2.582
H  0.207  -3.255  -1.405
H  0.377  -3.409  -4.447
H  -0.534  -4.473  -3.361
H  1.887  -5.318  -4.161
H  1.554  -5.388  -2.430
H  3.128  -3.298  -3.975
H  3.543  -3.996  -2.407

Record 2
Density functional theory data (ωB97M-V with the def2-TZVPD basis set) for a molecular structure, C39H51N4O9SiV.

As for the electronic energy: -99228.971 eV. Its spin multiplicity is 2. As for the HOMO energy (alpha / beta): -10.46 / -10.46 eV. Its HOMO-LUMO gap (alpha / beta) is 6.62 / 7.06 eV. The value obtained for the molecular weight is 798.9 g mol⁻¹. The total charge is +1. The calculation puts the energy above the lowest of the compared OMol25 structures with the same formula, charge and spin at 0.0 kcal per mole.

Geometry (Å):
V  -0.548  -0.183  -0.218
O  -0.085  3.161  -2.275
C  -0.526  2.585  -1.325
O  -0.046  1.368  -0.971
C  -1.537  3.077  -0.309
C  -0.908  2.903  1.083
C  -1.745  3.621  2.144
C  -2.930  2.647  2.324
C  -2.629  1.607  1.252
O  -1.179  1.502  1.341
C  -2.814  2.195  -0.156
C  -2.996  1.107  -1.206
O  -3.824  1.174  -2.080
O  -2.226  0.037  -1.059
H  -1.784  4.112  -0.545
H  0.166  3.064  1.124
H  -2.052  4.605  1.793
H  -1.187  3.757  3.068
H  -3.903  3.116  2.191
H  -2.907  2.178  3.307
H  -3.058  0.621  1.404
H  -3.697  2.833  -0.204
N  1.756  1.525  2.220
C  2.688  0.617  2.719
C  3.740  1.034  3.500
C  4.719  0.135  3.955
C  4.646  -1.191  3.638
C  3.584  -1.659  2.830
C  3.467  -3.024  2.476
C  2.419  -3.427  1.705
C  1.491  -2.457  1.276
N  1.564  -1.182  1.556
C  2.595  -0.765  2.353
H  0.835  1.142  2.097
H  1.708  2.364  2.783
H  3.815  2.081  3.768
H  5.528  0.510  4.565
H  5.385  -1.896  3.993
H  4.211  -3.725  2.831
H  2.280  -4.460  1.422
H  0.657  -2.774  0.662
C  -1.258  -3.544  -2.764
C  -0.078  -3.820  -3.437
C  1.008  -2.987  -3.238
C  0.894  -1.906  -2.371
N  -0.238  -1.669  -1.696
C  -1.293  -2.462  -1.903
C  1.996  -0.952  -2.150
C  3.029  -0.776  -3.064
C  3.999  0.172  -2.777
C  3.900  0.901  -1.603
C  2.822  0.669  -0.763
N  1.893  -0.239  -1.034
H  -2.147  -4.144  -2.894
H  -0.004  -4.664  -4.108
H  1.945  -3.172  -3.742
H  -2.189  -2.206  -1.359
H  3.063  -1.333  -3.988
H  4.811  0.346  -3.469
H  4.633  1.652  -1.346
H  2.681  1.230  0.149
C  -5.199  -1.256  0.589
C  -4.919  -1.415  2.077
C  -5.417  -2.759  2.580
C  -5.527  -0.278  2.885
O  -3.486  -1.304  2.287
Si  -2.191  -2.209  1.953
O  -1.223  -1.240  0.967
O  -2.505  -3.510  1.048
C  -2.279  -4.937  1.202
C  -0.794  -5.201  0.990
C  -2.711  -5.417  2.577
C  -3.116  -5.590  0.108
O  -1.289  -2.604  3.234
C  -1.101  -1.978  4.529
C  -0.981  -0.471  4.373
C  0.196  -2.566  5.071
C  -2.288  -2.350  5.402
H  -6.261  -1.394  0.387
H  -4.647  -2.000  0.014
H  -4.921  -0.264  0.233
H  -6.507  -2.773  2.586
H  -5.070  -2.944  3.597
H  -5.075  -3.563  1.933
H  -6.609  -0.264  2.765
H  -5.137  0.684  2.551
H  -5.299  -0.396  3.945
H  -0.211  -4.700  1.762
H  -0.482  -4.839  0.010
H  -0.583  -6.270  1.045
H  -2.120  -4.951  3.362
H  -2.569  -6.496  2.640
H  -3.764  -5.213  2.752
H  -2.845  -5.184  -0.866
H  -4.178  -5.409  0.275
H  -2.951  -6.667  0.092
H  -0.156  -0.235  3.707
H  -0.780  -0.012  5.342
H  -1.900  -0.039  3.979
H  1.032  -2.290  4.431
H  0.130  -3.653  5.110
H  0.394  -2.196  6.077
H  -3.210  -1.941  4.990
H  -2.158  -1.950  6.409
H  -2.382  -3.433  5.476

Record 3
Density functional theory data (ωB97M-V with the def2-TZVPD basis set) for 9 unconnected molecules or ions with the total composition C39H51N9O3.

As for the electronic energy: -60820.651 eV. Its spin multiplicity is 1. As for the HOMO energy: -8.96 eV. Its HOMO-LUMO gap is 9.03 eV. The value obtained for the molecular weight is 693.9 g mol⁻¹. The calculation puts the energy above the lowest of the compared OMol25 structures with the same formula, charge and spin at 35.0 kcal per mole. The SMILES is CN(C)C=O.CN(C)C=O.CN(C)C=O.c1ccncc1.c1ccncc1.c1ccncc1.c1ccncc1.c1ccncc1.c1ccncc1.

Geometry (Å):
C  15.008  11.618  13.929
N  13.724  11.682  14.563
C  12.698  12.365  13.804
C  13.477  11.111  15.781
O  12.422  11.370  16.428
H  15.428  12.552  13.556
H  14.880  11.060  13.002
H  15.753  11.172  14.588
H  11.870  12.594  14.476
H  13.091  13.326  13.472
H  12.421  11.833  12.894
H  14.352  10.569  16.172
C  17.884  12.142  12.123
N  18.478  10.788  11.958
C  18.623  10.228  10.612
C  18.952  10.145  13.014
O  19.387  9.030  12.979
H  18.341  12.862  11.444
H  17.983  12.535  13.135
H  16.846  12.255  11.808
H  19.456  10.720  10.109
H  18.874  9.170  10.538
H  17.732  10.293  9.987
H  18.902  10.769  13.920
C  9.174  13.150  16.271
N  8.584  12.155  15.443
C  7.296  12.457  14.883
C  9.111  10.950  15.329
O  8.557  10.012  14.671
H  8.557  13.242  17.164
H  9.108  14.072  15.693
H  10.247  12.992  16.386
H  6.485  12.631  15.591
H  7.282  13.380  14.303
H  6.991  11.707  14.153
H  10.079  10.966  15.854
C  10.687  12.786  10.918
C  9.914  11.972  11.691
C  9.910  10.587  11.418
N  10.590  10.009  10.409
C  11.333  10.823  9.640
C  11.391  12.218  9.840
H  10.488  13.846  10.975
H  9.366  12.469  12.478
H  9.296  9.922  12.007
H  11.943  10.307  8.913
H  11.983  12.866  9.211
C  13.121  16.206  17.924
C  13.631  16.380  19.182
C  13.477  15.302  20.096
N  12.696  14.228  19.809
C  12.221  14.053  18.564
C  12.450  15.026  17.599
H  13.321  16.900  17.120
H  14.259  17.236  19.383
H  14.071  15.424  20.990
H  11.815  13.102  18.252
H  12.024  14.788  16.636
C  15.380  13.827  8.310
C  15.553  12.480  7.990
C  15.152  11.621  9.018
N  14.710  11.973  10.261
C  14.580  13.264  10.532
C  14.939  14.225  9.574
H  15.604  14.609  7.599
H  15.835  12.165  6.997
H  15.411  10.573  8.976
H  14.290  13.546  11.533
H  14.887  15.302  9.644
C  11.646  8.594  14.111
C  12.185  7.689  13.249
C  12.622  6.488  13.765
N  12.443  6.120  15.039
C  11.918  7.019  15.931
C  11.546  8.336  15.486
H  11.426  9.594  13.768
H  12.385  7.988  12.230
H  13.061  5.745  13.116
H  11.779  6.742  16.966
H  11.073  9.042  16.153
C  16.008  10.532  17.989
C  15.260  11.721  18.260
C  15.798  12.917  17.809
N  17.037  13.028  17.221
C  17.703  11.848  16.993
C  17.256  10.565  17.347
H  15.636  9.619  18.431
H  14.280  11.749  18.712
H  15.283  13.861  17.915
H  18.721  11.959  16.649
H  17.948  9.738  17.299
C  16.056  15.832  12.352
C  16.923  15.330  13.309
C  16.484  15.170  14.624
N  15.198  15.382  14.985
C  14.360  15.903  14.003
C  14.767  16.145  12.750
H  16.486  16.129  11.407
H  17.973  15.151  13.132
H  17.173  14.864  15.397
H  13.315  16.081  14.207
H  14.082  16.638  12.076

Record 4
Density functional theory data (ωB97M-V with the def2-TZVPD basis set) for a molecular structure, C39H52Cl3HfNO4P3S2Si.

As for the electronic energy: -147260.465 eV. Its spin multiplicity is 2. As for the HOMO energy (alpha / beta): -5.56 / -7.16 eV. Its HOMO-LUMO gap (alpha / beta) is 5.55 / 7.19 eV. The value obtained for the molecular weight is 1068.8 g mol⁻¹. The calculation puts the energy above the lowest of the compared OMol25 structures with the same formula, charge and spin at 39.8 kcal per mole.

Geometry (Å):
Hf  0.500  -0.625  0.114
N  -1.510  1.176  -2.045
P  -0.643  2.093  -0.904
C  -2.021  3.244  -0.529
C  -1.901  4.628  -0.517
C  -3.021  5.421  -0.333
C  -4.266  4.843  -0.149
C  -4.380  3.462  -0.097
C  -3.263  2.669  -0.274
C  0.411  3.236  -1.884
C  0.326  3.386  -3.261
C  1.184  4.246  -3.922
C  2.136  4.956  -3.212
C  2.239  4.803  -1.839
C  1.382  3.944  -1.179
P  -0.872  -0.413  -2.266
C  -2.154  -1.175  -3.298
C  -3.479  -0.741  -3.266
C  -4.453  -1.453  -3.942
C  -4.125  -2.609  -4.630
C  -2.813  -3.058  -4.646
C  -1.834  -2.353  -3.973
C  0.464  -0.004  -3.432
C  0.357  -0.100  -4.812
C  1.392  0.344  -5.614
C  2.525  0.903  -5.047
C  2.638  1.001  -3.670
C  1.610  0.547  -2.862
H  -1.972  1.650  -2.816
H  -0.938  5.090  -0.671
H  -2.911  6.496  -0.338
H  -5.143  5.468  -0.056
H  -5.341  3.004  0.083
H  -3.351  1.593  -0.226
H  -0.400  2.820  -3.826
H  1.128  4.348  -4.996
H  2.810  5.621  -3.733
H  3.004  5.346  -1.299
H  1.460  3.802  -0.110
H  -3.756  0.148  -2.716
H  -5.479  -1.113  -3.927
H  -4.892  -3.159  -5.155
H  -2.555  -3.964  -5.174
H  -0.812  -2.702  -3.946
H  -0.528  -0.524  -5.261
H  1.301  0.261  -6.688
H  3.324  1.261  -5.677
H  3.515  1.449  -3.233
H  1.692  0.621  -1.773
C  2.065  5.339  2.630
C  2.478  3.880  2.663
O  1.288  3.094  2.553
P  1.338  1.522  2.204
S  -0.572  0.962  2.218
S  2.553  1.184  0.662
O  2.098  0.856  3.468
C  1.511  1.051  4.759
C  2.036  -0.008  5.706
H  2.940  5.977  2.714
H  1.388  5.542  3.456
H  1.552  5.558  1.697
H  2.987  3.636  3.602
H  3.148  3.632  1.834
H  0.419  0.987  4.663
H  1.763  2.057  5.114
H  1.744  -0.995  5.358
H  1.616  0.169  6.693
H  3.120  0.042  5.757
C  -0.827  -4.138  -0.110
Si  -0.849  -2.648  1.116
C  -2.786  -2.334  1.363
C  -3.475  -3.572  1.941
C  -3.365  -2.005  -0.015
C  -3.101  -1.151  2.277
C  0.168  -3.272  2.710
C  0.138  -4.797  2.828
C  -0.327  -2.684  4.031
C  1.619  -2.816  2.511
H  -1.479  -4.952  0.196
H  0.174  -4.542  -0.223
H  -1.137  -3.802  -1.095
H  -3.294  -4.455  1.336
H  -4.553  -3.416  2.001
H  -3.108  -3.769  2.945
H  -3.214  -2.811  -0.726
H  -2.878  -1.112  -0.417
H  -4.436  -1.810  0.052
H  -2.633  -1.264  3.248
H  -4.178  -1.062  2.426
H  -2.743  -0.221  1.844
H  -0.887  -5.150  2.923
H  0.699  -5.121  3.705
H  0.586  -5.268  1.959
H  -1.326  -3.039  4.268
H  -0.351  -1.598  3.987
H  0.333  -2.985  4.848
H  2.011  -3.133  1.544
H  2.262  -3.240  3.283
H  1.697  -1.724  2.579
Cl  2.913  -2.291  -3.996
C  2.876  -2.925  -2.331
Cl  4.448  -2.717  -1.586
Cl  2.477  -4.660  -2.430
C  1.771  -2.230  -1.554
O  0.596  -2.395  -1.936
O  2.102  -1.552  -0.537

Among the records above, which one has the highest electronic energy? C39H51N9O3